The following is a DFT calculation (ωB97M-V/def2-TZVPD) of a 2-piece molecular cluster, H4N3O2P overall at a distorted geometry.

Each line ends with the Mulliken spin population.
Element x y z (Å)
P 0.0624 -0.4103 -0.7861  0.598
O 0.2285 -1.6641 -1.4621  0.158
O 1.8486 0.5884 2.5262  0.291
N -0.9734 0.6831 -1.5175  0.175
N -0.6027 -0.8473 0.7228  0.148
N 1.7985 1.3959 1.6812  0.713
H -1.2371 1.4300 -0.8898  -0.021
H -0.2778 -1.7253 0.7925  -0.016
H -0.0888 -0.3544 1.3988  -0.031
H -0.7581 0.9039 -2.4660  -0.015

Output
Total energy   -658.4207 Ha
Charge   0
Lowest unoccupied orbital energy (spin up / spin down)   -0.9203 / -1.0721 eV
Molecular weight   109.02 g mol⁻¹
E_HOMO (spin up / spin down)   -8.043 / -10.656 eV
⟨S²⟩   2.006
Kohn-Sham gap (spin up / spin down)   7.123 / 9.584 eV
Spin multiplicity   3

=====

The following is a DFT calculation (ωB97M-V/def2-TZVPD) of a 2-piece molecular cluster, H4N3OPS overall at a distorted geometry.

Each line ends with the Löwdin charge.
Element x y z (Å)
S -0.6431 -0.0512 -1.2392  0.895
P 0.4340 0.9954 0.9129  0.758
O 0.3681 2.2441 1.6546  -0.455
N 0.3706 -2.0676 0.0633  -0.120
N 0.5907 1.0560 -1.2118  -0.424
N -1.1834 0.5483 0.1024  -0.561
H 1.2631 -2.0839 0.3639  -0.139
H -0.2870 -2.0701 0.8563  -0.062
H -2.1106 0.4413 0.5382  0.082
H 1.1976 0.9877 -2.0407  0.025

Output
Total energy   -981.3034 Ha
Charge   0
Lowest unoccupied orbital energy (spin up / spin down)   -1.5105 / -1.5096 eV
Molecular weight   125.09 g mol⁻¹
Relative energy (zero: lowest compared OMol25 entry of this formula, charge and spin)   113.11 kcal per mole
E_HOMO (spin up / spin down)   -8.271 / -8.265 eV
Kohn-Sham gap (spin up / spin down)   6.761 / 6.756 eV
Spin multiplicity   1

=====

The following is a DFT calculation (ωB97M-V/def2-TZVPD) of H4N3P as an isolated structure at a distorted geometry.

Each line ends with the Löwdin charge.
Element x y z (Å)
P 1.3597 -0.3150 0.1947  0.404
N -0.7189 0.8349 0.2529  0.014
N 2.1576 0.9963 0.0391  -0.395
N -0.4462 -0.3300 0.6066  -0.101
H -1.5219 1.3099 0.6367  0.136
H 1.3802 -0.7914 1.4779  -0.033
H 0.1496 1.2691 -0.0870  0.016
H 1.2250 -1.6164 -0.2732  -0.040

Output
Total energy   -507.8064 Ha
Charge   0
Lowest unoccupied orbital energy (spin up / spin down)   -1.2984 / -1.2999 eV
Molecular weight   77.03 g mol⁻¹
Relative energy (zero: lowest compared OMol25 entry of this formula, charge and spin)   95.06 kcal per mole
E_HOMO (spin up / spin down)   -8.234 / -8.233 eV
Kohn-Sham gap (spin up / spin down)   6.936 / 6.933 eV
Spin multiplicity   1

=====

The following is a DFT calculation (ωB97M-V/def2-TZVPD) of a 2-piece molecular cluster, H4N4 overall at a distorted geometry.

Each line ends with the Löwdin charge.
Element x y z (Å)
N -1.7700 -0.1780 -1.5776  -0.050
N 1.8548 -0.5314 0.7621  -0.057
N 2.1290 0.5944 0.9494  -0.047
N -1.3757 0.5547 -0.6938  -0.093
H -1.2129 0.3159 0.3668  0.078
H 1.2740 -1.1986 0.2823  0.056
H 1.4983 1.4080 1.1505  0.051
H -2.3976 -0.9650 -1.2394  0.060

Output
SMILES   [H]/N=N\[H].[H]/N=N\[H]
Total energy   -221.1971 Ha
Charge   0
Lowest unoccupied orbital energy   0.4511 eV
Molecular weight   60.06 g mol⁻¹
Relative energy (zero: lowest compared OMol25 entry of this formula, charge and spin)   135.27 kcal per mole
E_HOMO   -7.646 eV
Kohn-Sham gap   8.097 eV
Spin multiplicity   1

=====

The following is a DFT calculation (ωB97M-V/def2-TZVPD) of H4NO2P2 as an isolated structure at a distorted geometry.

Each line ends with the Löwdin charge.
Element x y z (Å)
P -0.1094 0.3988 0.1158  0.317
P -1.9585 -0.0860 -0.8498  0.286
O 0.6332 -1.3098 -1.4392  -0.702
O 0.6718 1.6059 0.4389  -0.490
N 0.3132 -0.5091 1.5929  -0.200
H 1.0404 -1.1472 1.2529  -0.006
H 0.8218 0.2152 2.1647  0.022
H -2.3438 1.3010 -0.9712  -0.299
H 0.9313 -0.4689 -2.3050  0.072

Output
Total energy   -890.3117 Ha
Charge   -1
Lowest unoccupied orbital energy   4.1228 eV
Molecular weight   111.98 g mol⁻¹
Relative energy (zero: lowest compared OMol25 entry of this formula, charge and spin)   105.58 kcal per mole
E_HOMO   -3.118 eV
Kohn-Sham gap   7.241 eV
Spin multiplicity   1

=====

The following is a DFT calculation (ωB97M-V/def2-TZVPD) of an isolated ion of composition H4NO2P2 and charge -1 at a distorted geometry.

Each line ends with the Löwdin charge.
Element x y z (Å)
P 0.3525 -1.0423 -1.2733  0.488
P -0.6985 -0.1490 0.7057  0.128
O -1.6365 0.9685 0.3855  -0.468
O -1.0733 -1.1965 1.8178  -0.535
N 0.8499 0.4559 1.1871  -0.198
H 0.7327 0.9951 2.0690  0.041
H 1.5154 -0.2438 1.2464  -0.037
H 1.1007 0.1247 -1.1092  -0.226
H -0.4615 -0.3913 -2.3007  -0.193

Output
SMILES   N[P@](=O)([O-])P
Total energy   -890.4505 Ha
Charge   -1
Lowest unoccupied orbital energy   4.3793 eV
Molecular weight   111.98 g mol⁻¹
Relative energy (zero: lowest compared OMol25 entry of this formula, charge and spin)   18.47 kcal per mole
E_HOMO   -4.452 eV
Kohn-Sham gap   8.831 eV
Spin multiplicity   1

=====

The following is a DFT calculation (ωB97M-V/def2-TZVPD) of one molecule with the formula H4NO2PS at a distorted geometry.

Each line ends with the Löwdin charge.
Element x y z (Å)
S 0.8625 1.6168 -0.6226  0.484
P -0.1426 -0.0864 0.0620  0.092
O -1.3948 0.6228 0.7204  -0.210
O -0.8222 -0.5783 -1.2709  -0.188
N 0.4208 -1.3690 0.6910  -0.151
H 2.1165 0.9140 -0.6162  -0.103
H -1.2292 1.5598 1.0212  0.085
H 0.6251 -1.3386 1.6339  -0.051
H -0.4362 -1.3411 -1.6188  0.042

Output
SMILES   N=P(O)(O)S
Total energy   -947.2244 Ha
Charge   0
Lowest unoccupied orbital energy   0.3681 eV
Molecular weight   113.08 g mol⁻¹
Relative energy (zero: lowest compared OMol25 entry of this formula, charge and spin)   27.50 kcal per mole
E_HOMO   -9.641 eV
Kohn-Sham gap   10.009 eV
Spin multiplicity   1

=====

The following is a DFT calculation (ωB97M-V/def2-TZVPD) of a 2-piece molecular cluster, H4NPS overall at a distorted geometry.

Each line ends with the Löwdin charge.
Element x y z (Å)
S -2.6703 0.3059 -0.5959  0.192
P -2.8471 -1.3546 0.5241  0.192
N 0.3983 0.3990 -0.0299  -0.014
H -0.5703 0.1406 -0.1159  -0.193
H 0.5399 1.3342 0.4589  0.048
H -4.0033 0.2722 -0.8092  -0.209
H 0.8904 -0.2310 0.5579  -0.016

Output
Total energy   -796.6083 Ha
Charge   0
Lowest unoccupied orbital energy (spin up / spin down)   -1.2974 / -1.2946 eV
Molecular weight   81.08 g mol⁻¹
Relative energy (zero: lowest compared OMol25 entry of this formula, charge and spin)   50.56 kcal per mole
E_HOMO (spin up / spin down)   -8.133 / -8.127 eV
Kohn-Sham gap (spin up / spin down)   6.835 / 6.832 eV
Spin multiplicity   1